No. 1
Density functional theory data (ωB97M-V/def2-TZVPD) for a molecular structure, C17H18F4LiN6S.

Computed properties:
- Charge: -1
- HOMO level: -3.71 eV
- Strongest force on any atom: 0.008 Eh/bohr
- HOMO-LUMO gap: 6.42 eV

Last column: Mulliken charge in e.
Cartesian coordinates (Å):
Li: 0.31533 -0.28490 -0.87099  0.62
C: 0.02519 -3.19528 0.69175  -1.34
N: 0.26229 -1.80489 1.03944  1.02
C: -0.66274 -1.38428 2.07385  -1.34
C: 1.65880 -1.61569 1.43130  -1.22
C: 2.03316 -0.14883 1.60310  -0.90
N: 1.66490 0.53680 0.38740  -0.12
C: 1.93215 1.82058 0.21984  -0.02
C: 1.52264 2.41574 -1.01373  0.27
F: 0.91489 1.59088 -1.90485  -0.40
C: 1.69390 3.73540 -1.32157  0.16
F: 1.25563 4.19257 -2.51589  -0.34
C: 2.30441 4.62512 -0.44461  -0.64
C: 2.72220 4.08556 0.75705  0.17
F: 3.32604 4.89553 1.65958  -0.35
C: 2.55677 2.75960 1.09104  0.53
F: 3.01157 2.35839 2.31108  -0.37
H: 0.18644 -3.86617 1.55517  0.40
H: 0.70076 -3.48135 -0.11478  0.25
H: -0.99940 -3.31884 0.33828  0.34
H: -0.50440 -1.93798 3.01735  0.32
H: -1.68555 -1.56676 1.73772  0.39
H: -0.55934 -0.31957 2.27417  0.22
H: 2.26927 -2.03046 0.62648  0.37
H: 1.87506 -2.17882 2.35912  0.37
H: 3.10641 -0.09145 1.82303  0.48
H: 1.52890 0.25471 2.49396  0.40
H: 2.44616 5.66592 -0.68785  0.46
N: 0.33140 -4.04172 -3.61251  -0.47
C: 0.19743 -2.90825 -2.85620  0.57
S: 1.59909 -2.04288 -2.43139  -0.48
N: -1.08162 -2.65496 -2.54696  -1.54
N: -1.22603 -1.54446 -1.81794  0.96
C: -2.41920 -1.20971 -1.48276  -1.00
C: -2.60772 -0.01184 -0.66418  1.06
C: -3.87513 0.37809 -0.22522  -0.94
C: -3.99605 1.50727 0.56218  -0.22
C: -2.85615 2.22581 0.89604  -0.99
C: -1.63762 1.76989 0.41435  -0.07
N: -1.51183 0.68816 -0.34343  0.17
H: 1.25579 -4.43034 -3.66049  0.22
H: -0.45906 -4.66564 -3.62257  0.25
H: -3.28392 -1.79712 -1.79246  0.19
H: -4.74161 -0.20858 -0.50361  0.39
H: -4.97020 1.82642 0.91303  0.41
H: -2.90298 3.11376 1.51105  0.42
H: -0.71600 2.29457 0.64664  0.33

Forces on atoms 1 to 2 (eV/Å):
0.15 -0.36 0.05
0.03 0.04 -0.02

No. 2
Density functional theory data (ωB97M-V/def2-TZVPD) for a molecular structure, C12H15N2S3V.

Computed properties:
- Charge: +2
- HOMO level (spin up / spin down): -15.26 / -15.30 eV
- Strongest force on any atom: 0.023 Eh/bohr
- HOMO-LUMO gap (spin up / spin down): 5.70 / 7.83 eV
- <S²>: 2.443
- Spin multiplicity: 3

Last column: Mulliken charge in e.
Cartesian coordinates (Å):
V: 0.75876 -0.21640 0.00472  1.15
S: 3.05058 -0.33491 -0.50741  -0.34
C: 2.69742 1.33835 -0.35414  0.60
N: 1.39999 1.61487 -0.08336  -0.33
C: 1.18061 2.96229 0.02349  0.10
C: -0.04196 3.58838 0.29962  -0.42
C: -0.06282 4.96380 0.35772  -0.75
C: 1.09858 5.71701 0.14583  -0.48
C: 2.31603 5.11526 -0.12891  -0.59
C: 2.34518 3.73251 -0.18645  0.89
S: 3.71411 2.69323 -0.51277  -0.06
H: -0.93934 3.00681 0.46355  0.38
H: -0.99060 5.47588 0.57132  0.43
H: 1.04301 6.79559 0.19887  0.42
H: 3.20676 5.70558 -0.29197  0.43
C: -2.39506 -1.18259 1.09503  -0.90
S: -1.70158 -0.00072 -0.08667  0.13
C: -2.29886 -0.67177 -1.66041  -0.88
H: -3.46681 -1.00506 1.15387  0.41
H: -1.95279 -0.98438 2.06994  0.35
H: -2.19582 -2.20537 0.78588  0.21
H: -2.06053 -1.72918 -1.74404  0.32
H: -1.82445 -0.10755 -2.46072  0.35
H: -3.37463 -0.51741 -1.70186  0.37
C: -0.73054 -5.51197 0.42303  -1.14
C: 0.66941 -4.92594 0.19691  -0.18
C: 0.65610 -3.48144 0.13936  0.00
N: 0.64157 -2.33362 0.09388  -0.09
H: -0.65228 -6.59578 0.45140  0.35
H: -1.40616 -5.24248 -0.38697  0.33
H: -1.14900 -5.17782 1.37074  0.34
H: 1.10851 -5.27969 -0.73977  0.30
H: 1.35664 -5.20547 1.00029  0.30

Forces on atoms 1 to 2 (eV/Å):
0.33 -1.12 0.04
-0.08 0.21 -0.02

No. 3
Density functional theory data (ωB97M-V/def2-TZVPD) for a molecular structure, C27H54AsNPdSSbSi3.

Computed properties:
- Charge: -1
- HOMO level: -2.90 eV
- Strongest force on any atom: 0.007 Eh/bohr
- HOMO-LUMO gap: 5.64 eV

Last column: Mulliken charge in e.
Cartesian coordinates (Å):
Pd: 0.42604 -0.38698 0.12018  0.74
S: -4.02787 -0.61947 -1.40685  -0.27
C: -3.35277 -2.14804 -1.04666  -0.40
C: -2.07187 -2.03730 -0.60426  -0.51
C: -1.54206 -0.69258 -0.52120  -0.32
C: -2.52159 0.17468 -0.94849  1.05
C: -2.44030 1.62566 -1.12347  0.06
C: -3.18202 2.27278 -2.12748  -0.97
C: -3.08025 3.63772 -2.29020  -0.56
C: -2.22978 4.35328 -1.45695  -1.00
C: -1.52979 3.63854 -0.50002  0.00
N: -1.62247 2.32496 -0.32179  0.34
H: -3.94209 -3.04581 -1.16381  0.43
H: -1.49390 -2.91161 -0.32639  0.25
H: -3.81074 1.68455 -2.78309  0.38
H: -3.64606 4.13851 -3.06713  0.38
H: -2.10807 5.42466 -1.54527  0.42
H: -0.84952 4.15573 0.17204  0.25
C: 0.73092 0.22550 5.98220  -1.32
C: 0.30193 -0.82349 4.96376  0.34
C: 1.16565 -2.07557 5.07642  -1.51
Sb: 0.27044 -0.12648 2.86279  0.32
C: 1.35248 1.74652 3.11705  0.34
C: 2.84683 1.43947 3.10009  -1.13
C: 0.96699 2.65500 1.94839  -1.16
C: -1.73205 0.71460 2.92210  1.73
C: -2.75852 -0.41266 2.90099  -1.38
C: -1.99785 1.68735 4.06262  -1.50
H: 0.70130 -0.18597 6.99933  0.42
H: 0.08926 1.10660 5.96016  0.23
H: 1.75520 0.56043 5.80111  0.22
H: -0.74149 -1.09576 5.15546  0.25
H: 2.21002 -1.85316 4.83705  0.27
H: 0.83698 -2.85535 4.38695  0.32
H: 1.14184 -2.48635 6.09315  0.42
H: 1.07851 2.20935 4.06784  0.46
H: 3.10890 0.93653 2.16431  -0.24
H: 3.14802 0.78202 3.92046  0.26
H: 3.44397 2.35697 3.16789  0.47
H: 0.89872 2.07353 1.01918  -0.08
H: 1.70306 3.45752 1.81248  0.46
H: -0.01265 3.11176 2.10476  0.15
H: -1.77515 1.23741 1.96378  -1.30
H: -2.71136 -1.01776 3.81380  0.34
H: -2.60556 -1.06616 2.04125  0.22
H: -3.77432 -0.00719 2.83198  0.36
H: -1.97052 1.18108 5.03247  0.25
H: -2.99438 2.13358 3.96094  0.44
H: -1.27176 2.50356 4.08889  0.32
C: 5.24683 -0.93206 0.77735  -1.05
Si: 4.76776 0.20824 -0.63679  0.65
C: 6.00120 -0.06296 -2.03636  -1.06
C: 4.96798 2.00363 -0.11774  -1.03
As: 2.50721 -0.20638 -1.10286  0.09
Si: 2.41150 -2.40640 -1.89850  0.35
C: 0.95767 -2.60349 -3.05981  -0.80
C: 2.16333 -3.49624 -0.39357  -0.85
C: 3.95982 -3.01159 -2.79217  -1.14
Si: 1.93284 1.25034 -2.85076  0.22
C: 0.27865 0.77825 -3.58257  -0.58
C: 1.78885 2.94246 -2.05900  -0.47
C: 3.21529 1.35469 -4.23362  -1.11
H: 6.24788 -0.70210 1.15228  0.42
H: 5.24288 -1.97230 0.44233  0.27
H: 4.53826 -0.84747 1.60388  0.20
H: 7.00507 0.19970 -1.68756  0.33
H: 5.76973 0.56679 -2.89709  0.22
H: 6.02224 -1.09873 -2.37517  0.25
H: 5.96001 2.16663 0.31318  0.42
H: 4.21967 2.30337 0.61693  0.16
H: 4.86991 2.65901 -0.98632  0.31
H: 0.06587 -2.15522 -2.61895  0.04
H: 0.76940 -3.66719 -3.23444  0.40
H: 1.14396 -2.13259 -4.02709  0.22
H: 1.26231 -3.17419 0.13368  0.06
H: 3.00241 -3.42103 0.30215  0.22
H: 2.05436 -4.54445 -0.68994  0.36
H: 4.23119 -2.35860 -3.62438  0.28
H: 3.78850 -4.01630 -3.18996  0.38
H: 4.81119 -3.06575 -2.11042  0.25
H: -0.37446 0.39569 -2.79456  -0.25
H: 0.36779 0.02377 -4.36553  0.38
H: -0.18653 1.66859 -4.01695  0.41
H: 1.02706 2.89842 -1.27980  -0.33
H: 1.47949 3.68467 -2.80120  0.44
H: 2.72558 3.27370 -1.60747  0.21
H: 3.43518 0.36735 -4.64631  0.29
H: 4.15193 1.78667 -3.87425  0.24
H: 2.84602 1.98677 -5.04677  0.37

Forces on atoms 1 to 2 (eV/Å):
0.12 -0.03 0.36
0.04 0.01 -0.04

No. 4
Density functional theory data (ωB97M-V/def2-TZVPD) for a single C3H6O molecule.

Computed properties:
- Charge: 0
- SMILES: C=CCO
- HOMO level: -9.43 eV
- Strongest force on any atom: 0.070 Eh/bohr
- HOMO-LUMO gap: 10.48 eV

Last column: Mulliken charge in e.
Cartesian coordinates (Å):
C: -0.84489 -1.12081 0.81606  -0.76
C: -0.53461 0.06124 0.24194  0.04
C: 0.81713 0.30847 -0.31187  -0.45
O: 0.74568 1.58552 -1.07113  -0.50
H: -1.82991 -1.44110 1.05418  0.28
H: 0.00369 -1.70790 1.19735  0.22
H: -1.30685 0.86900 0.19274  0.33
H: 1.25849 -0.56029 -0.76681  0.32
H: 1.37347 0.60734 0.58660  0.24
H: 0.31780 1.39855 -1.93906  0.29

Forces on atoms 1 to 2 (eV/Å):
1.48 1.31 -0.04
-2.13 -1.59 0.39

No. 5
Density functional theory data (ωB97M-V/def2-TZVPD) for 2 unconnected molecules or ions with the total composition C9H14.

Computed properties:
- Charge: 0
- SMILES: Cc1ccccc1.CC
- HOMO level: -8.88 eV
- Strongest force on any atom: 0.132 Eh/bohr
- HOMO-LUMO gap: 9.89 eV

Last column: Mulliken charge in e.
Cartesian coordinates (Å):
C: -2.70844 -0.67452 0.70842  -1.24
C: -1.57711 0.21069 0.80763  0.97
C: -1.58971 1.13504 -0.23497  -0.53
C: -0.46134 2.05645 -0.29801  -0.45
C: 0.63943 2.06419 0.64418  -0.68
C: 0.62000 1.09501 1.58012  -0.10
C: -0.46457 0.16706 1.65876  -0.88
H: -3.14165 -1.09979 1.59073  0.41
H: -2.38578 -1.52617 0.00222  0.19
H: -3.47588 -0.04074 0.20911  0.32
H: -2.32086 1.08474 -1.11745  0.22
H: -0.61409 2.91688 -0.91905  0.38
H: 1.40899 2.74705 0.45437  0.48
H: 1.43156 0.94890 2.39954  0.21
H: -0.55686 -0.48210 2.35461  0.68
C: 1.49380 -1.80567 -0.80177  -0.68
C: 2.34528 -0.83183 -1.67151  -0.89
H: 1.34188 -1.41377 0.10971  0.13
H: 0.48362 -2.03181 -1.16133  0.25
H: 1.96380 -2.78242 -0.61890  0.34
H: 1.83578 0.10559 -2.06197  0.22
H: 2.61408 -1.32958 -2.55488  0.36
H: 3.11806 -0.51318 -1.07957  0.29

Forces on atoms 1 to 2 (eV/Å):
-1.26 -1.87 -1.58
1.90 1.48 -0.80

What did the fourth record say?
Density functional theory data (ωB97M-V/def2-TZVPD) for a single C3H6O molecule.

Computed properties:
- Charge: 0
- SMILES: C=CCO
- HOMO level: -9.43 eV
- Strongest force on any atom: 0.070 Eh/bohr
- HOMO-LUMO gap: 10.48 eV

Last column: Mulliken charge in e.
Cartesian coordinates (Å):
C: -0.84489 -1.12081 0.81606  -0.76
C: -0.53461 0.06124 0.24194  0.04
C: 0.81713 0.30847 -0.31187  -0.45
O: 0.74568 1.58552 -1.07113  -0.50
H: -1.82991 -1.44110 1.05418  0.28
H: 0.00369 -1.70790 1.19735  0.22
H: -1.30685 0.86900 0.19274  0.33
H: 1.25849 -0.56029 -0.76681  0.32
H: 1.37347 0.60734 0.58660  0.24
H: 0.31780 1.39855 -1.93906  0.29

Forces on atoms 1 to 2 (eV/Å):
1.48 1.31 -0.04
-2.13 -1.59 0.39

- Among the records above, which one has the lowest strongest force on any atom?
  C27H54AsNPdSSbSi3

- The highest strongest force on any atom belongs to which entry?
  C9H14

- What is the charge in the fourth record?
  0